41
Properties=species:S:1:pos:R:3 method="wB97M-V/def2-TZVPD" lumo_energy_ha=-0.0812 homo_lumo_gap_ev=5.828 e_homo_ha=-0.295 e_tot_ev=-139317.84769
Na 1.370 -0.196 0.249
C -2.254 -4.485 3.049
F -2.574 -4.376 4.318
F -1.019 -5.166 3.042
F -3.142 -5.194 2.351
S -2.174 -2.749 2.283
O -1.103 -2.092 3.028
O -1.722 -2.858 0.930
O -3.457 -2.083 2.488
Cl -1.134 3.581 2.406
C -2.557 3.647 3.418
C -3.105 5.006 3.608
Cl -3.481 5.729 2.069
H -2.205 3.211 4.353
H -3.310 3.001 2.967
H -2.285 5.583 4.036
H -4.004 5.031 4.224
Cl 3.948 -3.690 -1.147
C 3.270 -4.817 0.020
C 4.013 -4.654 1.340
Cl 3.829 -3.008 1.942
H 3.380 -5.836 -0.350
H 2.198 -4.681 0.163
H 5.054 -4.885 1.113
H 3.693 -5.377 2.090
Cl 3.462 3.975 -1.420
C 3.406 5.692 -1.362
C 3.910 6.289 -2.710
Cl 4.054 8.072 -2.717
H 4.162 5.952 -0.621
H 2.388 5.884 -1.021
H 3.306 5.935 -3.546
H 4.896 5.950 -3.027
Cl -0.954 -1.028 -3.805
C -2.696 -1.377 -4.333
C -2.758 -2.616 -5.240
Cl -2.258 -3.926 -4.174
H -2.975 -0.506 -4.926
H -3.400 -1.404 -3.500
H -2.006 -2.646 -6.028
H -3.764 -2.887 -5.560